[1]
A cluster of 2 separate species, C4H14N2O in total. Source: OMol25; level of theory: ωB97M-V/def2-TZVPD.

Atoms and positions in Å:
N: -2.091 1.652 0.857
C: -0.737 2.193 0.719
C: 0.192 1.516 -0.288
C: 0.821 0.180 0.151
C: -0.148 -0.992 0.276
N: 0.598 -2.217 0.512
H: -2.093 0.815 1.418
H: -2.516 1.452 -0.036
H: -0.832 3.244 0.412
H: -0.287 2.206 1.728
H: -0.378 1.371 -1.200
H: 1.033 2.191 -0.452
H: 1.237 0.343 1.149
H: 1.562 -0.140 -0.565
H: -0.927 -0.827 1.017
H: -0.757 -1.103 -0.640
H: 1.111 -2.148 1.375
H: 0.054 -3.073 0.522
O: 1.535 -1.866 -2.374
H: 1.021 -2.381 -3.005
H: 1.603 -2.416 -1.576

Output
- LUMO: 0.8906 eV
- Frontier orbital gap: 0.3633 Ha
- Highest occupied orbital energy: -9.00 eV
- Net charge: 0
- Total energy: -345.54142 Eh
- ΔE to the lowest compared entry with this formula, charge and spin: 21.8 kcal/mol
- SMILES string: NCCCCN.O

=====

[2]
A structure of composition C4HClO. Source: OMol25; level of theory: ωB97M-V/def2-TZVPD.

Atoms and positions in Å:
C: 1.400 0.572 -0.433
C: 2.128 1.546 -0.737
C: -1.275 -0.015 0.288
C: 0.620 -0.443 -0.055
O: -1.469 0.873 1.062
Cl: -2.186 -1.120 -0.593
H: 0.781 -1.412 0.469

Output
- LUMO: -2.0793 eV
- Frontier orbital gap: 0.2789 Ha
- Highest occupied orbital energy: -9.67 eV
- Net charge: 0
- Total energy: -688.21080 Eh
- ΔE to the lowest compared entry with this formula, charge and spin: 27.7 kcal/mol

=====

[3]
The ion C5H8NO4 with charge -1. Source: OMol25; level of theory: ωB97M-V/def2-TZVPD.

Atoms and positions in Å:
O: 1.648 0.040 2.695
C: 0.425 0.436 2.325
O: 0.025 1.880 2.329
C: -0.803 -0.609 1.879
N: -1.283 -0.270 0.484
C: -0.644 -1.130 -0.585
C: 0.660 -0.383 -1.239
C: 0.304 0.875 -2.233
O: -0.394 0.735 -3.369
O: 0.808 2.216 -1.852
H: -1.699 -0.337 2.618
H: -0.527 -1.733 2.051
H: -1.127 0.757 0.264
H: -1.457 -1.235 -1.453
H: -0.349 -2.210 -0.242
H: 1.360 0.051 -0.380
H: 1.341 -1.133 -1.869
H: 1.712 2.048 -1.421

Output
- LUMO: 3.2077 eV
- Frontier orbital gap: 0.2748 Ha
- Highest occupied orbital energy: -4.27 eV
- Net charge: -1
- Total energy: -550.96017 Eh
- ΔE to the lowest compared entry with this formula, charge and spin: 78.9 kcal/mol
- SMILES string: O=C([O-])CNCCC(=O)O

=====

[4]
A cluster of 10 separate species, C28H62Br6N6O9 in total. Source: OMol25; level of theory: ωB97M-V/def2-TZVPD.

Atoms and positions in Å:
C: -6.623 -3.754 -28.921
C: -6.026 -2.429 -29.426
O: -5.333 -1.962 -28.283
C: -4.202 -1.263 -28.402
O: -3.631 -0.873 -29.423
O: -3.746 -1.051 -27.156
C: -2.490 -0.351 -26.970
H: -7.240 -3.595 -28.036
H: -5.955 -4.596 -28.745
H: -7.183 -4.189 -29.749
H: -6.755 -1.674 -29.720
H: -5.441 -2.604 -30.329
H: -1.868 -0.836 -26.218
H: -2.842 0.611 -26.599
H: -1.821 -0.051 -27.777
C: -1.738 -11.298 -18.946
N: -3.127 -11.281 -18.439
C: -3.841 -12.540 -18.483
C: -3.637 -10.189 -17.832
O: -4.699 -10.090 -17.220
H: -1.434 -10.256 -19.040
H: -1.692 -11.877 -19.869
H: -1.080 -11.748 -18.202
H: -4.899 -12.541 -18.220
H: -3.679 -12.977 -19.468
H: -3.480 -13.153 -17.658
H: -2.890 -9.381 -17.859
C: -15.229 -7.853 -29.654
N: -14.995 -6.624 -30.423
C: -15.725 -6.570 -31.690
C: -14.438 -5.470 -29.942
O: -14.617 -4.338 -30.473
H: -14.548 -8.662 -29.919
H: -16.271 -8.167 -29.594
H: -14.990 -7.700 -28.601
H: -15.631 -5.681 -32.314
H: -15.496 -7.459 -32.277
H: -16.771 -6.686 -31.407
H: -13.811 -5.584 -29.045
C: 0.280 -13.687 -25.886
N: 1.472 -12.985 -26.365
C: 2.134 -13.620 -27.396
C: 1.925 -11.806 -25.860
O: 2.894 -11.134 -26.219
H: -0.167 -13.063 -25.111
H: 0.684 -14.612 -25.477
H: -0.394 -13.972 -26.694
H: 2.154 -14.703 -27.269
H: 1.584 -13.242 -28.257
H: 3.145 -13.256 -27.581
H: 1.346 -11.529 -24.965
C: -7.727 -20.832 -24.366
N: -7.678 -20.298 -23.013
C: -7.531 -18.846 -23.082
C: -7.599 -21.056 -21.877
O: -7.334 -20.639 -20.778
H: -6.807 -20.599 -24.902
H: -8.656 -20.494 -24.824
H: -7.801 -21.919 -24.398
H: -8.412 -18.415 -23.558
H: -7.604 -18.503 -22.050
H: -6.563 -18.554 -23.488
H: -7.593 -22.139 -22.072
C: -1.450 -16.206 -33.025
N: -1.412 -17.616 -32.531
C: -0.242 -18.436 -32.839
C: -2.362 -18.052 -31.670
O: -3.337 -17.387 -31.212
H: -2.471 -15.826 -33.064
H: -1.240 -15.998 -34.074
H: -0.778 -15.526 -32.501
H: -0.243 -19.363 -32.265
H: -0.199 -18.619 -33.912
H: 0.691 -18.003 -32.479
H: -2.145 -19.062 -31.288
C: -11.672 -15.191 -36.330
N: -12.199 -15.437 -34.922
C: -11.387 -16.374 -34.163
C: -13.230 -14.775 -34.402
O: -13.576 -14.900 -33.227
H: -10.597 -15.019 -36.381
H: -12.163 -14.234 -36.505
H: -12.080 -15.943 -37.005
H: -11.381 -17.406 -34.514
H: -10.342 -16.066 -34.196
H: -11.690 -16.506 -33.124
H: -13.692 -14.024 -35.060
Br: -7.601 -13.001 -25.625
C: -8.065 -12.967 -27.625
C: -9.294 -13.860 -27.885
Br: -10.930 -13.239 -26.847
H: -7.234 -13.314 -28.239
H: -8.251 -11.932 -27.913
H: -9.083 -14.879 -27.562
H: -9.594 -13.847 -28.933
Br: -14.238 -18.776 -25.742
C: -14.938 -18.790 -27.650
C: -14.591 -20.078 -28.319
Br: -15.438 -20.215 -30.170
H: -14.610 -17.909 -28.202
H: -16.026 -18.729 -27.629
H: -14.715 -20.996 -27.745
H: -13.542 -19.931 -28.578
Br: -0.240 -5.990 -31.266
C: 0.174 -6.395 -29.306
C: -1.156 -6.712 -28.571
Br: -1.963 -8.425 -29.149
H: 0.560 -5.459 -28.903
H: 0.904 -7.176 -29.092
H: -1.889 -5.913 -28.682
H: -1.006 -6.890 -27.506

Output
- LUMO: 0.0365 eV
- Frontier orbital gap: 0.3429 Ha
- Highest occupied orbital energy: -9.29 eV
- Net charge: 0
- Total energy: -17553.71405 Eh
- ΔE to the lowest compared entry with this formula, charge and spin: 22.8 kcal/mol
- SMILES string: CCOC(=O)OC.CN(C)C=O.CN(C)C=O.CN(C)C=O.CN(C)C=O.CN(C)C=O.CN(C)C=O.BrCCBr.BrCCBr.BrCCBr

=====

[5]
The ion C5H12N2 with charge +1. Source: OMol25; level of theory: ωB97M-V/def2-TZVPD.

Atoms and positions in Å:
C: 1.905 -1.419 -0.649
C: 0.677 -0.848 0.084
C: -0.510 -0.515 -0.906
C: -1.366 0.662 -0.476
C: -0.664 2.408 0.853
N: -0.566 1.842 -0.269
N: 0.250 -1.682 1.112
H: 2.805 -0.887 -0.344
H: 1.998 -2.482 -0.431
H: 1.822 -1.284 -1.715
H: 0.931 0.167 0.483
H: -1.056 -1.459 -1.000
H: -0.120 -0.411 -1.917
H: -1.876 0.368 0.456
H: -2.115 0.788 -1.260
H: -1.519 2.149 1.507
H: -0.263 3.365 1.171
H: -0.618 -1.450 1.588
H: 0.945 -2.274 1.558

Output
- LUMO (alpha / beta): -3.2661 / -8.1799 eV
- Frontier orbital gap (alpha / beta): 0.3856 / 0.2038 Ha
- Highest occupied orbital energy (alpha / beta): -13.76 / -13.73 eV
- Net charge: +1
- Total energy: -306.86002 Eh
- ΔE to the lowest compared entry with this formula, charge and spin: 57.2 kcal/mol
- Spin multiplicity: 2

=====

[6]
A structure of composition C13H6Cl5MnS. Source: OMol25; level of theory: ωB97M-V/def2-TZVPD.

Atoms and positions in Å:
Mn: 0.377 0.991 0.861
C: -1.646 1.187 2.477
C: -2.305 1.602 1.319
C: -1.851 2.713 0.616
C: -0.730 3.411 1.057
C: -0.070 3.012 2.222
C: -0.533 1.902 2.939
H: -1.994 0.317 3.017
H: -3.157 1.044 0.955
H: -2.344 3.010 -0.299
H: -0.356 4.248 0.485
H: 0.795 3.561 2.572
H: -0.033 1.597 3.849
Cl: 0.103 -0.586 -3.956
C: 0.649 -1.623 -2.707
C: 0.850 -1.126 -1.414
C: 1.267 -2.030 -0.429
Cl: 1.551 -1.455 1.188
C: 1.508 -3.367 -0.701
Cl: 2.058 -4.419 0.537
C: 1.289 -3.845 -1.994
Cl: 1.569 -5.490 -2.344
C: 0.846 -2.976 -2.992
Cl: 0.573 -3.574 -4.572
S: 0.978 1.655 -1.695
C: 0.606 0.243 -0.991

Output
- LUMO (alpha / beta): -4.1417 / -4.6099 eV
- Frontier orbital gap (alpha / beta): 0.2469 / 0.2604 Ha
- Highest occupied orbital energy (alpha / beta): -10.86 / -11.70 eV
- Net charge: +1
- Total energy: -4348.86293 Eh
- ΔE to the lowest compared entry with this formula, charge and spin: 3.3 kcal/mol
- Spin multiplicity: 6

=====

What is the ΔE to the lowest compared entry with this formula, charge and spin in the second record?
27.7 kcal/mol